Record 1
ORCA calculation (ωB97M-V with the def2-TZVPD basis set) on 2 unconnected molecules or ions with the total composition C14H16O in a non-equilibrium geometry.

Each line ends with the Löwdin charge.
CARTESIAN COORDINATES (ANGSTROEM)
C  3.33899  1.90246  0.45007  -0.088
C  -0.14450  1.99367  2.14585  -0.117
C  1.04531  2.43728  1.59203  -0.031
C  -0.35538  0.62856  2.29541  -0.118
C  2.10401  1.51866  1.10490  -0.256
C  0.56264  -0.25615  1.80174  -0.114
C  1.73242  0.15659  1.15623  -0.068
H  -1.05680  2.67962  2.01877  0.139
H  1.22255  3.49614  1.72546  0.108
H  -1.33116  0.31192  2.65744  0.107
H  0.37852  -1.33386  1.78241  0.107
H  4.10214  1.99302  1.27547  0.107
H  3.51428  2.89108  -0.07446  0.101
H  2.23850  -0.67461  0.69545  0.104
H  3.85884  1.24820  -0.28480  0.088
C  -1.04686  1.22291  -1.31229  -0.023
C  -0.33984  -2.42113  -1.59655  0.040
C  -0.22490  -1.05718  -1.74817  0.024
C  -1.57108  -2.92030  -1.15677  -0.247
C  -1.24900  -0.20986  -1.24185  -0.206
C  -2.68407  -2.11709  -0.91006  0.022
C  -2.53552  -0.76911  -0.91828  0.027
O  -1.73690  -4.27092  -1.03438  0.142
H  0.57351  -3.00236  -1.72091  0.144
H  0.77821  -0.58013  -1.89220  0.155
H  -1.05224  -4.77889  -1.49903  0.145
H  -3.61074  -2.81740  -0.55762  0.207
H  -0.18108  1.56373  -0.71076  0.088
H  -1.77322  1.81261  -0.61494  0.134
H  -3.47892  -0.16553  -1.07590  0.164
H  -1.07768  1.51806  -2.35227  0.115

- energy above the lowest of the compared OMol25 structures with the same formula, charge and spin (kcal/mol) = 60.1
- multiplicity = 2
- frontier orbital gap (alpha / beta) (eV) = 8.1 / 4.4
- charge = +1



Record 2
ORCA calculation (ωB97M-V with the def2-TZVPD basis set) on C3H3NO4 in the gas phase in a non-equilibrium geometry.

Each line ends with the Löwdin charge.
CARTESIAN COORDINATES (ANGSTROEM)
O  1.39221  2.05398  0.15185  0.064
C  0.97075  0.88874  -0.12468  -0.342
O  0.68377  0.36651  -1.41163  0.036
N  -0.72451  -0.24209  -1.11448  -0.033
O  -0.73528  -1.64594  -1.64597  -0.109
C  -0.69697  -0.55636  0.39386  0.046
C  0.42518  0.06676  0.99836  -0.302
O  0.89576  0.31272  2.23379  0.023
H  -1.54134  -1.68470  -2.38186  0.186
H  -1.68644  -1.00615  0.96821  0.183
H  1.01688  1.44654  1.93255  0.249

- energy above the lowest of the compared OMol25 structures with the same formula, charge and spin (kcal/mol) = 163.1
- frontier orbital gap (eV) = 9.7
- SMILES string = O=c1on(O)cc1O



Record 3
ORCA calculation (ωB97M-V with the def2-TZVPD basis set) on 2 unconnected molecules or ions with the total composition C7H16N2 in a non-equilibrium geometry.

Each line ends with the Löwdin charge.
CARTESIAN COORDINATES (ANGSTROEM)
C  1.08686  0.52284  4.24453  -0.028
C  1.56311  -0.15367  1.93145  0.282
C  1.53231  1.77504  4.84205  -0.001
C  -0.48290  0.64391  -3.03220  0.013
C  0.27009  -1.51801  -2.24149  0.016
C  -2.06553  -0.90968  -2.06097  0.018
C  -0.42460  0.12527  -0.68784  0.103
N  1.40304  0.13791  3.06335  0.108
N  -0.67395  -0.39156  -1.99222  -0.445
H  0.48074  -0.16409  4.82844  0.169
H  2.20028  -0.64721  1.24004  0.118
H  0.68778  2.28837  5.31733  0.121
H  2.04829  2.43104  4.14349  0.105
H  2.19554  1.55224  5.69074  0.128
H  -1.16016  1.47986  -2.86638  0.125
H  0.54173  1.01181  -3.02397  0.121
H  -0.68807  0.22515  -4.01661  0.125
H  0.12231  -2.30959  -1.51011  0.117
H  0.09500  -1.92912  -3.23564  0.126
H  1.29938  -1.16724  -2.19279  0.117
H  -2.78129  -0.09970  -1.92217  0.125
H  -2.24137  -1.36084  -3.04034  0.127
H  -2.23352  -1.66938  -1.29637  0.120
H  -0.73334  -0.45702  0.16192  0.090
H  -0.00370  1.10678  -0.57620  0.099

- energy above the lowest of the compared OMol25 structures with the same formula, charge and spin (kcal/mol) = 60.4
- frontier orbital gap (alpha / beta) (eV) = 9.3 / 7.3
- charge = +2



Record 4
ORCA calculation (ωB97M-V with the def2-TZVPD basis set) on 3 unconnected molecules or ions with the total composition C25H31Br5FN4O in a non-equilibrium geometry.

Each line ends with the Löwdin charge.
CARTESIAN COORDINATES (ANGSTROEM)
O  0.62384  -1.57785  -1.98886  0.129
C  0.64812  -0.73676  -1.11906  -0.451
C  -0.50550  0.20689  -0.88627  -0.069
C  -1.48183  -0.41594  0.12274  -0.050
N  -1.54964  -1.89273  0.01100  -0.012
N  -0.87637  -2.51113  0.97421  0.130
C  -0.83873  -3.81586  0.93518  -0.712
Br  0.15343  -4.67149  2.26115  0.877
C  -1.48980  -4.58591  -0.03562  0.044
C  -2.16747  -3.89300  -0.99012  -0.172
F  -2.79221  -4.53735  -1.95141  0.155
C  -2.20741  -2.48585  -0.98140  -0.070
C  -2.92817  -1.74988  -2.06011  -0.069
C  -4.20770  -1.00962  -1.58388  -0.143
C  -4.18894  0.45461  -2.05380  -0.170
C  -5.04199  1.38003  -1.18225  -0.123
N  -4.32986  1.66806  0.05671  -0.139
C  -4.56481  1.06043  1.26298  -0.112
C  -3.67976  1.58716  2.17147  -0.088
C  -2.88420  2.53889  1.49573  -0.107
C  -3.31309  2.57276  0.18981  -0.102
N  1.72599  -0.59161  -0.21409  0.123
C  2.76216  0.32607  -0.59300  -0.231
C  2.51554  1.53458  -1.22044  -0.045
C  3.56393  2.37490  -1.54872  -0.076
C  4.86876  2.03086  -1.25066  -0.078
C  5.11065  0.82298  -0.61992  -0.087
C  4.07128  -0.02179  -0.30062  -0.108
H  -0.97731  0.51206  -1.81584  0.113
H  -0.13941  1.11084  -0.40378  0.099
H  -1.09816  -0.20835  1.11505  0.142
H  -2.47360  0.01814  0.08364  0.092
H  -1.44142  -5.66380  -0.03107  0.138
H  -3.20914  -2.47626  -2.81594  0.128
H  -2.24834  -1.06614  -2.56465  0.122
H  -4.26110  -0.97195  -0.49635  0.096
H  -5.11113  -1.46400  -1.97952  0.124
H  -3.17553  0.85167  -2.01316  0.090
H  -4.50599  0.53318  -3.09481  0.125
H  -6.01266  0.95597  -0.93371  0.132
H  -5.23543  2.31790  -1.69832  0.129
H  -5.32196  0.31253  1.42215  0.120
H  -3.60614  1.34677  3.21826  0.100
H  -2.08633  3.14231  1.89344  0.022
H  -2.95876  3.14841  -0.64841  0.125
H  2.14296  -1.51411  -0.12691  0.132
H  1.52116  1.86502  -1.48526  0.095
H  3.34314  3.30033  -2.06034  0.109
H  5.67995  2.69611  -1.50352  0.107
H  6.12206  0.51705  -0.39406  0.097
H  4.26069  -0.97721  0.18549  -0.028
Br  -0.57343  4.34258  4.59499  0.617
C  0.37817  5.62625  3.48721  -0.690
C  -0.15711  5.64078  2.08167  -0.677
Br  0.43859  4.07920  1.08067  0.632
H  1.42956  5.36257  3.53068  0.052
H  0.22402  6.59338  3.95952  0.062
H  0.22199  6.49936  1.53278  0.061
H  -1.24218  5.64071  2.05077  0.050
Br  5.75850  -2.62824  -0.21012  0.768
C  7.07812  -3.92624  0.40186  -0.661
C  6.44928  -5.25800  0.71211  -0.698
Br  5.46731  -5.21947  2.39060  0.603
H  7.56933  -3.48324  1.26150  0.054
H  7.79066  -4.02576  -0.41370  0.062
H  7.21560  -6.01866  0.83925  0.061
H  5.74782  -5.57312  -0.05294  0.049

- frontier orbital gap (eV) = 6.4
- charge = +1



Summary of DFT total energy in eV
-16815.0039, -12833.2484, -10477.2383, -387358.9004
(order as listed above)